The following is a DFT calculation (ωB97M-V with the def2-TZVPD basis set) of a 2-piece molecular cluster, C6H7BF8N2O5S2 overall.

Output
- E_tot: -63638.4887 eV
- E_HOMO: -8.325 eV
- Strongest force on any atom: 1.8 eV Å⁻¹
- Kohn-Sham gap: 5.96 eV

Structure (ORCA input):
```
! wB97M-V def2-TZVPD RIJCOSX def2/J DEFGRID3
* xyz 0 1
C -0.92298 -0.80901 -1.39402
O 0.27632 -1.55071 -1.00256
B 1.34394 -0.78852 -1.16991
O 1.78627 -0.32518 -2.37777
N 2.08726 -0.33160 0.17883
C 3.20682 0.59734 -0.21187
N 1.01223 0.29690 0.89604
C 1.24819 1.27970 1.61569
S 1.51779 2.60845 2.32534
C 2.68231 -1.47119 0.94072
F 3.21264 -0.98150 2.06575
F 3.68603 -1.96967 0.21479
C 1.72301 -2.67128 1.32574
F 0.49928 -2.30475 1.61953
F 2.26859 -3.24327 2.40338
F 1.74722 -3.56208 0.34215
H -1.28615 -1.09878 -2.37746
H -1.70370 -1.04138 -0.67454
H -0.78450 0.27368 -1.33429
H 1.39048 0.52676 -2.61120
H 3.83809 0.11762 -0.95360
H 2.80112 1.49073 -0.67377
H 3.83895 0.82450 0.64221
C -5.23680 2.01163 -0.19519
F -6.16055 1.34058 0.50370
F -5.47138 1.78601 -1.49767
F -5.42772 3.31871 0.02858
S -3.53699 1.49508 0.27828
O -3.51209 0.07524 -0.02723
O -3.45708 1.80778 1.68658
O -2.66660 2.29818 -0.56622
*
```